The following is a DFT calculation (ωB97M-V with the def2-TZVPD basis set) of a molecular structure, C40H51Cl4N5O4P2Pd in a non-equilibrium geometry.

## Properties
**Total charge**: 0
**Spin multiplicity**: 3
**Kohn-Sham gap (alpha / beta)**: 6.73 / 5.93 eV
**E_LUMO (alpha / beta)**: -0.018 / -0.047 Eh
**Energy above the lowest of the compared OMol25 structures with the same formula, charge and spin**: 16.7 kcal per mole

Each line ends with the Löwdin charge.
CARTESIAN COORDINATES (ANGSTROEM)
H  -2.53  -4.39  -1.16  0.08
Cl  0.44  0.65  5.27  0.64
H  -0.57  1.99  -4.91  0.12
H  -3.23  1.66  -1.32  0.02
C  -0.90  3.21  1.32  -0.68
H  -7.07  -1.08  5.05  0.10
H  -0.36  -1.57  -2.43  0.06
H  1.14  -1.76  -4.94  0.12
C  4.63  1.15  4.34  -0.08
C  -4.57  -0.61  2.82  -0.19
H  -0.53  2.15  3.17  0.05
C  -2.90  -0.64  1.26  -0.41
H  1.63  -1.23  4.55  0.05
C  -4.41  0.79  2.96  -0.19
H  0.84  2.13  2.03  0.06
H  3.41  -1.34  0.90  0.07
Cl  -0.53  -2.05  4.92  0.63
H  0.47  3.59  2.95  0.10
C  0.41  -0.51  2.87  -0.84
Cl  5.89  -2.57  3.73  0.76
C  1.71  0.76  -4.65  -0.14
C  -5.24  1.50  3.85  -0.01
H  -1.20  -2.93  2.17  0.00
H  3.94  -0.86  4.43  0.08
H  4.64  1.25  5.42  0.10
O  2.53  -0.61  -0.54  -0.16
H  2.23  -5.59  4.60  0.10
H  -2.64  4.52  1.13  0.07
C  0.50  -1.13  -2.94  -0.16
C  -1.75  -3.17  1.27  -0.27
C  0.02  2.73  2.44  -0.10
H  1.77  1.76  -5.08  0.12
H  -3.04  -3.72  -2.71  0.09
H  -0.69  4.43  -0.48  0.07
H  -6.82  1.36  5.26  0.10
C  -4.45  -2.70  -0.49  -0.10
H  -5.63  -2.35  3.48  0.11
H  -4.14  -1.49  -2.79  0.09
C  2.59  -4.77  4.00  -0.09
H  2.50  0.15  -5.10  0.12
H  4.46  -4.62  5.04  0.10
H  -5.07  -3.10  -1.29  0.09
N  0.65  0.25  -2.49  -0.19
H  -5.12  2.57  3.93  0.11
N  -3.79  -1.29  1.95  0.14
H  -1.37  0.72  -2.41  0.06
H  -4.37  -3.46  0.27  0.07
C  -2.73  0.77  1.41  -0.39
O  -0.73  -0.67  2.41  -0.17
C  -6.32  -0.57  4.45  -0.07
P  -1.81  -1.67  0.21  1.03
N  -3.48  1.45  2.23  0.15
H  -1.44  -3.33  -2.05  0.06
C  -3.10  -2.30  -1.08  -0.68
H  2.00  1.82  -2.74  0.12
C  3.83  -4.22  4.26  -0.11
C  0.35  -1.17  -4.48  -0.14
N  0.43  0.18  -5.01  -0.17
C  -2.71  2.42  -0.75  -0.22
H  -1.57  4.89  2.47  0.09
N  3.86  -1.44  1.81  0.10
O  1.40  -0.08  2.28  -0.04
H  0.88  -4.75  2.71  0.10
H  -3.70  -0.29  -1.59  0.06
H  2.71  0.20  -2.79  0.12
C  1.86  0.80  -3.11  -0.14
C  4.28  -3.15  3.49  -0.58
H  -2.64  3.48  2.57  0.05
H  -2.22  3.09  -1.44  0.04
H  4.92  -0.01  -0.36  0.13
C  -3.36  -1.19  -2.10  -0.10
H  -2.47  -0.95  -2.67  0.05
C  4.89  2.08  2.16  -0.04
C  -2.02  4.07  1.90  -0.09
C  -5.53  -1.28  3.59  0.00
C  -0.63  1.00  -4.46  -0.14
H  -2.76  -3.46  1.54  0.04
C  2.27  -3.22  2.20  -0.51
H  -0.61  -1.59  -4.77  0.12
C  4.21  -0.22  2.39  -0.22
C  -6.18  0.82  4.58  -0.07
H  -1.24  -3.98  0.74  0.03
H  1.39  -1.68  -2.61  0.12
H  5.11  2.92  1.53  0.11
H  5.28  3.16  3.97  0.10
H  -0.27  2.10  -2.59  0.12
P  -1.48  1.66  0.41  1.05
H  -3.44  2.96  -0.15  0.05
C  4.97  2.22  3.53  -0.10
C  2.86  0.56  -0.21  -0.69
Pd  0.24  -0.04  -0.02  0.81
C  4.25  -0.05  3.78  -0.09
C  1.83  -4.30  2.95  -0.11
H  0.69  3.37  -0.13  0.05
C  -0.07  4.01  0.31  -0.09
H  0.42  4.83  0.81  0.09
C  -0.48  1.08  -2.92  -0.18
H  -1.59  0.56  -4.74  0.12
C  0.62  -0.85  4.37  -0.99
O  2.04  1.49  -0.12  -0.05
C  3.47  -2.56  2.50  -0.29
Cl  1.30  -2.68  0.86  0.83
C  4.35  0.81  0.08  -0.03
C  -2.49  -3.51  -1.79  -0.10
H  -4.97  -1.84  -0.08  0.07
C  4.51  0.88  1.57  -0.16
H  4.65  1.75  -0.38  0.12



The following is a DFT calculation (ωB97M-V with the def2-TZVPD basis set) of a molecular structure, C40H51ClFNO8PSiV in a non-equilibrium geometry.

## Properties
**Total charge**: +2
**Kohn-Sham gap**: 4.41 eV
**E_LUMO**: -0.295 Eh
**Energy above the lowest of the compared OMol25 structures with the same formula, charge and spin**: 13.6 kcal per mole

Each line ends with the Löwdin charge.
CARTESIAN COORDINATES (ANGSTROEM)
C  1.75  -1.84  -2.69  -0.34
H  -2.52  -6.66  -2.07  0.13
C  -0.98  -5.55  -3.08  -0.01
H  1.25  -2.07  -5.42  0.11
C  2.77  -2.42  2.23  -0.59
H  -2.97  0.46  -6.11  0.12
H  5.58  -2.23  -2.61  0.12
C  -2.53  -4.59  -1.52  0.01
H  3.66  0.40  -0.17  0.08
H  4.14  -3.97  -1.61  0.12
C  -4.82  2.93  1.73  -0.01
C  2.57  -0.83  -3.24  -0.09
O  -1.59  1.47  -0.77  -0.19
H  1.68  -3.71  0.89  0.08
C  -2.36  5.87  1.55  -0.03
Si  1.15  -0.24  1.49  0.15
O  -3.35  -0.35  -0.25  0.01
H  2.69  1.48  -1.20  0.07
H  -5.22  2.18  1.05  0.13
C  1.72  -3.49  1.96  -0.01
C  -1.63  -0.40  -4.67  -0.07
H  -1.64  -0.32  -8.04  0.12
P  -0.02  -1.63  -2.82  1.11
H  4.27  2.01  -0.60  0.11
C  -1.72  2.70  -1.47  -0.42
C  -1.93  -3.34  -1.68  -0.18
C  -3.31  4.79  2.03  -0.18
C  -2.05  -5.69  -2.20  -0.01
C  2.71  2.04  0.89  -0.60
H  3.15  4.10  0.47  0.10
V  -0.56  0.06  -1.22  1.00
H  3.53  -1.25  3.88  0.10
C  2.83  -2.07  3.71  -0.01
C  0.34  0.99  4.53  0.00
C  2.32  -2.95  -2.07  -0.07
H  4.11  -2.90  0.63  0.06
H  -1.31  5.59  1.66  0.08
O  -3.42  3.46  -0.05  -0.02
O  0.10  -0.50  2.64  -0.07
C  -0.12  -1.25  -6.85  -0.04
H  3.13  2.35  2.98  0.09
H  -6.11  2.43  3.37  0.12
N  -2.32  -1.01  -0.92  -0.08
H  -1.40  3.99  0.18  0.13
C  3.94  -0.98  -3.20  -0.04
H  1.01  1.66  3.99  0.08
C  4.13  -2.82  1.72  -0.01
O  1.47  1.30  1.17  -0.09
H  1.63  3.52  -0.25  0.09
C  -5.31  3.07  3.01  -0.09
H  1.98  -4.40  2.49  0.10
C  -2.16  3.83  -0.58  -0.09
C  4.51  -2.11  -2.62  -0.03
H  -3.56  -2.52  -0.53  0.16
C  3.70  -3.09  -2.06  -0.06
H  1.70  -3.72  -1.63  0.10
H  4.42  -3.78  2.14  0.10
H  -3.09  0.58  -0.19  0.07
C  0.32  -1.54  -5.57  -0.07
C  -1.58  -0.61  4.33  -0.01
C  3.37  1.44  -0.35  -0.02
H  4.88  -2.08  2.00  0.10
H  -2.21  -0.05  -3.82  0.10
C  -0.82  -3.21  -2.53  -0.26
H  -0.20  1.57  5.28  0.11
H  1.73  3.85  1.50  0.09
C  -2.62  -2.25  -1.01  0.00
H  -2.23  -0.04  4.99  0.10
H  -2.19  -1.16  3.61  0.09
O  0.22  -0.62  -0.01  -0.21
H  0.47  -1.57  -7.70  0.12
H  -2.25  4.71  -1.21  0.15
C  -3.80  3.75  1.26  -0.22
C  2.27  3.46  0.64  -0.01
H  -1.86  2.10  3.50  0.10
F  0.41  0.96  -2.29  -0.26
O  2.40  -1.21  1.46  -0.08
H  -3.38  -4.69  -0.86  0.13
H  -2.53  6.13  0.50  0.08
C  -0.65  0.33  3.59  -0.60
H  0.94  0.24  5.05  0.09
C  3.62  1.94  2.10  -0.01
H  -3.43  5.69  3.98  0.12
O  -1.51  2.79  -2.63  0.18
H  -0.62  -6.40  -3.64  0.13
C  -0.37  -4.31  -3.24  -0.05
H  4.58  -0.21  -3.63  0.12
C  -3.80  4.89  3.34  -0.06
H  4.53  2.51  1.92  0.10
H  -2.51  6.77  2.13  0.09
H  1.85  -1.78  4.09  0.07
C  -2.05  -0.11  -5.95  -0.04
H  -0.78  1.90  2.11  0.08
H  0.74  -3.16  2.30  0.09
C  -0.44  -1.12  -4.48  -0.34
H  0.46  -4.21  -3.92  0.12
H  -2.25  0.90  2.27  0.09
C  -4.77  4.04  3.83  -0.67
Cl  -5.33  4.21  5.46  0.70
H  3.18  -2.93  4.28  0.11
H  2.13  0.03  -3.71  0.11
C  -1.43  1.37  2.81  -0.01
H  -1.01  -1.32  4.93  0.10
C  -1.30  -0.54  -7.04  -0.03
H  3.90  0.90  2.30  0.08



The following is a DFT calculation (ωB97M-V with the def2-TZVPD basis set) of a molecular structure, C40H51GeN5O4PdSi2 in a non-equilibrium geometry.

## Properties
**Total charge**: -2
**Kohn-Sham gap**: 4.35 eV
**E_LUMO**: 0.143 Eh
**Energy above the lowest of the compared OMol25 structures with the same formula, charge and spin**: 41.4 kcal per mole

Each line ends with the Löwdin charge.
CARTESIAN COORDINATES (ANGSTROEM)
H  1.40  3.38  -4.88  0.07
C  1.89  4.20  -2.93  -0.12
H  -6.20  -5.87  0.37  0.10
H  -1.46  0.68  0.09  -0.01
N  7.26  0.30  1.61  0.14
Si  3.69  2.93  1.14  0.48
C  1.72  1.87  -3.37  -0.17
O  1.38  -1.19  -2.93  0.01
H  4.20  -1.81  -2.77  0.09
H  5.47  1.81  -0.23  0.00
C  3.61  4.80  1.67  -0.21
H  -6.32  1.54  -2.45  0.09
C  -4.23  1.52  4.44  -0.11
H  -5.83  0.40  -0.33  0.09
C  2.19  3.88  -1.63  -0.06
H  1.54  1.04  -4.05  0.07
Si  0.87  1.24  0.91  0.43
H  1.97  -0.89  -5.24  0.07
H  0.04  -0.40  2.65  0.01
H  4.91  2.19  3.25  0.01
H  -3.57  3.08  3.12  0.10
H  -2.21  -3.33  -1.01  0.09
N  1.97  1.55  -2.12  0.06
H  6.42  -0.87  -2.10  0.11
C  -5.18  -4.00  0.55  -0.10
H  -0.88  2.22  2.49  -0.01
H  -0.62  1.70  -1.07  0.03
C  -3.70  1.19  2.12  -0.11
C  4.43  -1.59  -1.73  -0.07
H  -4.75  1.35  -4.35  0.09
H  -4.60  -1.71  3.56  0.10
C  -4.52  0.86  -3.41  -0.11
H  2.75  -2.70  -0.91  0.09
N  3.74  -1.66  0.59  0.04
H  -8.41  -4.92  0.97  0.09
C  1.01  -0.18  2.22  -0.19
C  -5.14  0.31  -1.16  -0.12
H  -6.58  -1.10  1.52  0.09
C  3.92  2.05  2.83  -0.19
H  4.36  5.03  2.42  0.00
H  6.41  0.75  1.89  0.06
C  -3.82  2.03  3.22  -0.10
H  -1.73  -4.44  0.27  0.09
O  0.51  -2.28  -0.24  -0.04
Pd  2.18  -0.34  -0.58  0.53
C  -3.08  -0.50  -2.06  -0.10
H  -1.95  -2.79  1.93  0.07
H  3.77  5.46  0.83  0.00
H  -4.33  2.18  5.29  0.09
H  -2.17  -1.06  -1.94  0.10
C  4.90  -1.09  0.90  -0.14
O  0.30  -4.27  -1.25  -0.08
C  -5.41  0.96  -2.35  -0.11
H  1.81  -4.11  -4.03  0.09
C  -6.29  -4.82  0.60  -0.10
C  2.19  2.53  -1.21  -0.42
C  -6.51  -2.14  1.24  -0.13
C  3.49  -1.92  -0.72  -0.31
H  1.24  -3.71  -2.41  0.04
C  -5.26  -2.65  0.86  -0.25
C  -0.10  -3.29  -0.57  -0.66
H  -2.62  0.12  -4.05  0.10
H  3.76  0.98  2.70  -0.01
C  -4.53  0.18  4.56  -0.10
H  -8.58  -2.53  1.59  0.09
C  -3.98  -0.44  -0.99  -0.26
H  8.12  0.78  1.84  0.09
C  -1.60  -3.42  -0.11  -0.18
C  -3.34  0.15  -3.25  -0.08
C  1.65  3.17  -3.84  -0.12
H  6.23  3.05  0.77  0.01
H  5.06  -0.92  1.96  0.10
C  -7.63  -2.95  1.29  -0.11
C  2.35  2.14  0.15  -0.35
H  -0.22  -0.01  -0.98  -0.01
C  0.00  2.61  1.99  -0.19
H  5.33  3.48  -0.68  0.02
H  3.19  2.40  3.56  0.02
H  1.63  -2.48  -5.69  0.06
C  7.25  -0.37  0.40  -0.53
H  0.68  2.97  2.77  0.00
H  -3.37  1.59  1.17  0.10
H  1.82  5.24  -3.25  0.09
H  2.63  5.03  2.09  0.01
O  8.29  -0.56  -0.21  0.00
C  5.35  2.81  0.17  -0.18
C  5.93  -0.84  -0.01  -0.19
C  -1.96  -2.37  0.93  -0.25
H  -0.29  3.47  1.40  0.01
C  -3.98  -0.16  2.23  -0.26
H  -1.16  -1.61  0.89  0.04
C  -0.50  0.86  -0.39  -0.18
C  -7.53  -4.29  0.95  -0.11
H  -4.85  -0.22  5.51  0.09
N  1.68  -3.41  -3.32  0.17
H  1.41  -1.08  1.75  -0.01
C  5.66  -1.09  -1.37  -0.04
H  2.34  4.65  -0.89  0.08
H  -4.22  -4.42  0.28  0.09
C  1.66  -2.11  -3.66  -0.68
C  -4.39  -0.66  3.46  -0.12
N  2.05  -1.87  -5.00  0.11
Ge  -3.69  -1.43  0.71  1.06
H  1.67  0.12  3.03  0.00



The following is a DFT calculation (ωB97M-V with the def2-TZVPD basis set) of 5 unconnected molecules or ions with the total composition C40H51O9P in a non-equilibrium geometry.

## Properties
**Total charge**: 0
**Kohn-Sham gap**: 6.42 eV
**E_LUMO**: -0.064 Eh

Each line ends with the Löwdin charge.
CARTESIAN COORDINATES (ANGSTROEM)
C  0.29  4.99  9.02  0.02
C  -6.56  -5.44  -2.15  0.03
C  -0.46  3.90  6.95  -0.37
H  -5.07  -5.49  -3.66  0.11
H  4.28  0.98  0.31  0.10
H  0.87  3.74  -0.51  0.10
C  1.63  3.96  0.23  -0.20
C  -2.42  -7.08  -4.84  -0.38
H  -6.41  -3.52  0.77  0.12
C  -4.91  -3.57  -0.73  0.03
H  -0.90  1.42  4.66  0.05
C  3.47  2.30  -5.24  -0.38
C  -6.99  -4.88  -0.85  -0.39
C  0.15  -0.37  4.06  -0.28
H  -2.25  -0.02  1.46  0.09
C  -1.51  -6.11  -4.17  0.02
C  2.55  4.30  -6.31  0.02
H  5.43  1.21  -2.47  0.11
H  3.82  0.57  -2.22  0.09
H  -1.30  2.35  2.33  -0.05
C  -0.93  -1.60  2.01  -0.15
H  0.67  5.77  7.09  0.12
C  -3.09  -0.76  -0.85  -0.28
H  -1.31  -1.96  4.08  0.10
C  -4.36  -0.10  -0.31  -0.07
C  -0.35  -5.76  -4.73  0.03
H  2.58  5.14  -7.00  0.12
H  -7.24  -6.14  -2.62  0.12
C  4.78  0.72  -1.75  -0.22
O  -0.51  3.90  5.74  0.09
C  5.39  -0.67  -1.47  -0.25
C  -1.02  2.81  9.07  0.02
H  0.85  1.56  4.74  0.07
H  4.59  -1.37  -1.27  0.10
C  1.33  4.19  -5.48  -0.39
H  -0.12  4.67  1.28  0.09
C  0.95  3.59  2.75  -0.44
H  0.32  -5.05  -4.26  0.12
C  2.24  2.18  -4.41  0.01
O  -3.48  -7.40  -4.33  0.09
H  -4.87  0.42  -1.11  0.08
C  3.65  2.77  -0.71  -0.21
H  0.26  -0.73  5.08  0.10
H  -1.84  -5.71  -3.22  0.11
C  -1.08  2.82  7.74  0.02
H  -3.36  -1.32  -1.74  0.10
H  7.01  0.13  -0.23  0.07
H  -2.42  0.04  -1.15  0.11
H  -1.46  2.03  9.67  0.12
H  0.49  4.14  3.57  0.05
C  0.02  1.15  4.17  -0.43
H  2.21  1.35  -3.72  0.11
H  -1.58  2.03  7.18  0.12
H  3.07  2.71  1.32  0.10
H  5.61  2.01  -0.26  0.10
H  -1.93  -0.42  3.56  0.10
H  -2.67  -8.34  -6.61  0.12
C  6.37  -0.74  -0.29  -0.12
C  -1.65  -0.77  0.95  -0.25
H  -5.02  -0.83  0.14  0.06
H  5.91  -1.02  -2.36  0.10
O  -2.46  -1.60  0.12  -0.16
C  -0.33  3.90  9.81  -0.39
H  1.38  5.43  1.79  0.10
C  -1.99  -7.63  -6.15  0.02
H  1.99  1.86  0.18  0.09
H  4.22  3.70  -0.64  0.11
H  0.35  3.00  -3.92  0.12
H  5.81  -0.80  0.64  0.06
C  3.54  3.43  -6.20  0.02
O  0.42  4.99  -5.58  0.11
H  -0.93  -0.22  0.36  0.10
H  3.19  2.72  -1.69  0.09
H  0.13  -1.57  1.79  0.10
C  -5.40  -5.09  -2.71  0.02
H  -1.26  -2.64  1.96  0.11
H  1.95  3.36  3.09  0.07
H  1.06  -0.65  3.54  0.10
H  -4.09  0.66  0.41  0.06
H  0.79  5.77  9.58  0.12
C  0.07  -6.31  -6.04  -0.39
C  -0.84  -7.28  -6.70  0.02
C  -4.49  -4.13  -2.04  -0.36
C  4.64  1.60  -0.51  -0.21
H  -4.23  -2.86  -0.27  0.09
C  1.25  3.06  -4.52  0.02
C  -1.08  -1.09  3.47  -0.20
H  2.22  4.78  -0.17  0.10
C  0.92  4.48  1.52  -0.25
O  -8.05  -5.19  -0.34  0.10
H  6.97  -1.63  -0.39  0.07
O  -0.28  3.90  11.02  0.11
P  0.06  1.99  2.51  0.95
O  4.37  1.50  -5.14  0.11
C  2.57  2.75  0.36  -0.25
C  0.23  4.99  7.69  0.02
H  4.44  3.49  -6.80  0.12
H  -0.51  -7.67  -7.66  0.12
O  -3.43  -3.81  -2.55  0.09
O  1.12  -5.99  -6.55  0.11
C  -6.07  -3.92  -0.18  0.03